{"formula": "C57H33F5NO12PS", "method": "ωB97M-V/def2-TZVPD", "mol_weight_g_mol": 1081.917, "largest_force_ha_per_bohr": 0.0275, "total_energy_ha": -4388.40559, "charge": 0, "elements": ["N", "P", "C", "C", "C", "O", "C", "O", "C", "O", "C", "C", "C", "C", "C", "C", "C", "S", "O", "O", "C", "F", "F", "C", "F", "F", "F", "C", "O", "H", "H", "H", "H", "H", "H", "H", "H", "H", "O", "C", "C", "C", "C", "C", "C", "C", "C", "O", "C", "C", "C", "C", "C", "C", "H", "H", "H", "H", "H", "H", "H", "H", "O", "C", "C", "C", "C", "C", "C", "C", "C", "O", "C", "C", "C", "C", "C", "C", "H", "H", "H", "H", "H", "H", "H", "H", "O", "C", "C", "C", "C", "C", "C", "C", "C", "O", "C", "C", "C", "C", "C", "C", "H", "H", "H", "H", "H", "H", "H", "H"], "coordinates": [[2.52, 7.49, 2.03], [2.41, 6.16, 1.22], [1.07, 5.09, 1.82], [0.62, 5.19, 3.07], [-0.44, 4.25, 3.52], [-0.59, 3.94, 4.67], [-1.33, 3.66, 2.44], [-2.52, 3.20, 2.83], [-3.24, 3.85, 3.87], [-3.62, 3.18, 4.78], [-3.50, 5.29, 3.71], [-4.02, 5.97, 4.82], [-4.29, 7.32, 4.71], [-4.03, 8.00, 3.53], [-3.52, 7.33, 2.43], [-3.25, 5.97, 2.53], [-0.86, 3.56, 1.18], [-1.77, 2.79, -0.12], [-1.02, 1.64, -0.52], [-3.15, 2.63, 0.22], [-1.71, 3.98, -1.58], [-1.65, 3.20, -2.66], [-0.63, 4.77, -1.53], [-2.96, 4.89, -1.73], [-4.08, 4.20, -1.79], [-3.00, 5.77, -0.72], [-2.82, 5.57, -2.87], [0.53, 4.05, 0.90], [1.21, 3.63, 0.00], [3.43, 7.59, 2.45], [2.08, 6.29, -0.13], [3.56, 5.35, 1.24], [1.02, 5.91, 3.78], [-4.20, 5.41, 5.73], [-4.69, 7.84, 5.57], [-4.22, 9.06, 3.47], [-3.33, 7.86, 1.50], [-2.85, 5.42, 1.69], [-3.60, -0.69, -4.72], [-2.78, -1.57, -4.53], [-1.45, -1.27, -3.94], [-1.14, 0.04, -3.59], [0.08, 0.34, -3.02], [1.01, -0.67, -2.80], [0.72, -1.98, -3.16], [-0.51, -2.28, -3.73], [-0.79, -3.69, -4.13], [0.05, -4.56, -4.00], [-2.14, -3.99, -4.70], [-2.44, -5.30, -5.04], [-3.69, -5.61, -5.55], [-4.65, -4.62, -5.70], [-4.35, -3.31, -5.37], [-3.09, -2.99, -4.87], [-1.88, 0.81, -3.77], [0.32, 1.36, -2.74], [1.96, -0.44, -2.34], [1.44, -2.77, -2.99], [-1.69, -6.07, -4.91], [-3.93, -6.64, -5.81], [-5.63, -4.86, -6.09], [-5.08, -2.52, -5.49], [0.62, 1.52, 9.03], [-0.12, 0.57, 8.88], [-0.39, -0.38, 10.00], [0.20, -0.15, 11.23], [-0.06, -1.00, 12.29], [-0.91, -2.08, 12.13], [-1.49, -2.33, 10.89], [-1.22, -1.48, 9.82], [-1.84, -1.78, 8.50], [-2.53, -2.76, 8.33], [-1.59, -0.82, 7.38], [-2.19, -1.05, 6.15], [-1.99, -0.15, 5.11], [-1.20, 0.97, 5.30], [-0.60, 1.20, 6.53], [-0.79, 0.31, 7.57], [0.86, 0.71, 11.35], [0.40, -0.81, 13.26], [-1.12, -2.74, 12.96], [-2.14, -3.18, 10.75], [-2.80, -1.93, 6.01], [-2.45, -0.33, 4.15], [-1.05, 1.67, 4.49], [0.02, 2.08, 6.68], [5.51, -7.25, -5.71], [5.40, -6.23, -6.36], [6.59, -5.59, -6.99], [7.84, -6.19, -6.84], [8.95, -5.63, -7.45], [8.83, -4.47, -8.20], [7.59, -3.86, -8.34], [6.47, -4.41, -7.73], [5.15, -3.73, -7.88], [5.06, -2.68, -8.49], [3.96, -4.39, -7.28], [2.71, -3.79, -7.43], [1.59, -4.40, -6.89], [1.70, -5.60, -6.20], [2.94, -6.19, -6.03], [4.08, -5.58, -6.57], [7.92, -7.09, -6.26], [9.92, -6.10, -7.33], [9.69, -4.03, -8.68], [7.48, -2.95, -8.92], [2.63, -2.86, -7.97], [0.62, -3.93, -7.01], [0.82, -6.06, -5.78], [3.04, -7.12, -5.49]]}



{"formula": "C57H34O8", "method": "ωB97M-V/def2-TZVPD", "mol_weight_g_mol": 846.891, "largest_force_ha_per_bohr": 0.0276, "total_energy_ha": -2794.38571, "charge": 0, "elements": ["C", "C", "C", "C", "C", "O", "C", "C", "C", "C", "C", "C", "C", "C", "C", "C", "O", "H", "H", "H", "H", "H", "H", "H", "H", "H", "H", "O", "C", "C", "C", "C", "C", "C", "C", "C", "O", "C", "C", "C", "C", "C", "C", "H", "H", "H", "H", "H", "H", "H", "H", "O", "C", "C", "C", "C", "C", "C", "C", "C", "O", "C", "C", "C", "C", "C", "C", "H", "H", "H", "H", "H", "H", "H", "H", "O", "C", "C", "C", "C", "C", "C", "C", "C", "O", "C", "C", "C", "C", "C", "C", "H", "H", "H", "H", "H", "H", "H", "H"], "coordinates": [[2.95, -0.63, -1.70], [1.83, -0.68, -2.14], [0.41, -0.50, -2.51], [-0.49, -1.48, -2.47], [-1.96, -1.19, -2.83], [-2.61, -2.06, -3.36], [-2.46, 0.21, -2.51], [-3.80, 0.54, -2.19], [-4.91, -0.53, -2.16], [-5.87, -0.41, -0.96], [-7.15, -0.12, -1.19], [-4.09, 1.90, -1.90], [-3.13, 2.93, -1.95], [-1.79, 2.60, -2.28], [-1.49, 1.26, -2.55], [-0.03, 0.92, -2.91], [0.69, 1.72, -3.44], [3.82, -0.48, -1.07], [-0.16, -2.49, -2.17], [-5.53, -0.35, -3.07], [-4.52, -1.56, -2.25], [-5.55, -0.59, 0.08], [-7.90, -0.10, -0.39], [-7.50, 0.15, -2.20], [-5.12, 2.21, -1.64], [-3.36, 3.98, -1.76], [-0.97, 3.33, -2.37], [3.49, 3.07, -0.93], [3.73, 4.22, -0.63], [4.96, 4.58, 0.13], [5.85, 3.57, 0.48], [7.02, 3.89, 1.15], [7.30, 5.21, 1.48], [6.40, 6.22, 1.15], [5.22, 5.90, 0.48], [4.26, 6.98, 0.14], [4.46, 8.12, 0.49], [3.04, 6.63, -0.63], [2.14, 7.63, -0.99], [1.02, 7.33, -1.74], [0.79, 6.02, -2.14], [1.67, 5.01, -1.78], [2.80, 5.31, -1.02], [5.64, 2.54, 0.22], [7.72, 3.11, 1.42], [8.22, 5.46, 2.00], [6.62, 7.24, 1.41], [2.32, 8.66, -0.68], [0.32, 8.11, -2.01], [-0.09, 5.78, -2.74], [1.49, 3.99, -2.10], [7.57, 1.36, 3.43], [7.07, 0.60, 4.24], [5.64, 0.20, 4.12], [4.88, 0.69, 3.07], [3.56, 0.30, 2.93], [2.99, -0.58, 3.84], [3.74, -1.06, 4.90], [5.07, -0.66, 5.05], [5.86, -1.17, 6.21], [5.34, -1.88, 7.05], [7.29, -0.79, 6.31], [8.06, -1.28, 7.36], [9.40, -0.96, 7.45], [9.99, -0.15, 6.49], [9.23, 0.35, 5.44], [7.88, 0.04, 5.35], [5.32, 1.38, 2.35], [2.97, 0.68, 2.10], [1.96, -0.89, 3.72], [3.30, -1.74, 5.62], [7.60, -1.91, 8.11], [10.00, -1.35, 8.27], [11.05, 0.09, 6.55], [9.69, 0.99, 4.69], [-6.18, -6.24, -0.37], [-6.80, -5.96, -1.37], [-6.13, -5.32, -2.53], [-4.76, -5.06, -2.47], [-4.12, -4.49, -3.56], [-4.83, -4.19, -4.72], [-6.20, -4.44, -4.78], [-6.85, -5.00, -3.68], [-8.31, -5.24, -3.75], [-8.95, -4.91, -4.73], [-8.98, -5.90, -2.60], [-10.35, -6.16, -2.66], [-10.98, -6.81, -1.61], [-10.24, -7.19, -0.49], [-8.89, -6.91, -0.41], [-8.25, -6.26, -1.47], [-4.20, -5.29, -1.57], [-3.06, -4.29, -3.51], [-4.32, -3.77, -5.57], [-6.75, -4.20, -5.67], [-10.92, -5.87, -3.53], [-12.04, -7.02, -1.66], [-10.74, -7.70, 0.33], [-8.32, -7.21, 0.46]]}



{"formula": "C57H48F4O5P2Pd", "method": "ωB97M-V/def2-TZVPD", "mol_weight_g_mol": 1057.366, "largest_force_ha_per_bohr": 0.0484, "total_energy_ha": -3786.99590, "charge": 0, "elements": ["C", "O", "C", "C", "O", "O", "C", "C", "O", "O", "C", "H", "H", "H", "H", "H", "H", "H", "H", "H", "F", "C", "C", "C", "F", "C", "C", "C", "C", "C", "C", "C", "C", "F", "C", "C", "F", "C", "Pd", "P", "C", "C", "C", "C", "C", "C", "C", "C", "C", "C", "C", "C", "C", "C", "C", "C", "C", "C", "P", "C", "C", "C", "C", "C", "C", "C", "C", "C", "C", "C", "C", "C", "C", "C", "C", "C", "C", "C", "H", "H", "H", "H", "H", "H", "H", "H", "H", "H", "H", "H", "H", "H", "H", "H", "H", "H", "H", "H", "H", "H", "H", "H", "H", "H", "H", "H", "H", "H", "H", "H", "H", "H", "H", "H", "H", "H", "H"], "coordinates": [[5.79, 4.19, 1.74], [4.94, 3.42, 2.68], [5.39, 2.77, 3.73], [4.74, 2.96, 5.05], [5.08, 2.39, 6.07], [3.69, 3.82, 4.98], [3.09, 4.08, 6.25], [6.59, 1.91, 3.68], [7.25, 1.55, 4.64], [6.91, 1.59, 2.41], [8.03, 0.72, 2.29], [5.08, 4.49, 0.97], [6.20, 5.05, 2.27], [6.56, 3.54, 1.33], [2.18, 4.63, 6.06], [2.88, 3.14, 6.78], [3.78, 4.68, 6.87], [8.18, 0.56, 1.22], [8.91, 1.19, 2.73], [7.82, -0.23, 2.79], [-5.30, -1.56, 4.22], [-4.54, -2.15, 3.24], [-5.10, -3.18, 2.49], [-4.30, -3.74, 1.50], [-4.84, -4.70, 0.67], [-2.98, -3.34, 1.27], [-2.47, -2.24, 2.00], [-1.14, -1.71, 1.68], [-0.72, -0.41, 2.07], [0.52, 0.15, 1.65], [1.78, -0.54, 1.63], [2.94, 0.18, 1.24], [4.14, -0.48, 1.11], [5.24, 0.23, 0.70], [4.30, -1.85, 1.35], [3.15, -2.54, 1.73], [3.21, -3.91, 1.82], [1.94, -1.90, 1.99], [-0.96, -0.43, -0.19], [-2.67, 1.01, -0.70], [-3.30, 1.69, 0.87], [-2.59, 2.73, 1.51], [-2.96, 3.15, 2.78], [-4.05, 2.56, 3.43], [-4.77, 1.55, 2.79], [-4.41, 1.12, 1.51], [-2.28, 2.46, -1.71], [-3.12, 3.59, -1.70], [-2.76, 4.74, -2.42], [-1.55, 4.77, -3.13], [-0.72, 3.64, -3.15], [-1.10, 2.49, -2.47], [-4.10, 0.17, -1.46], [-5.00, 0.81, -2.33], [-6.08, 0.11, -2.86], [-6.27, -1.25, -2.56], [-5.37, -1.90, -1.71], [-4.30, -1.19, -1.16], [0.10, -1.39, -1.99], [-0.03, -3.20, -1.87], [-0.76, -3.99, -2.77], [-0.85, -5.37, -2.58], [-0.22, -5.97, -1.49], [0.50, -5.20, -0.58], [0.60, -3.82, -0.77], [-0.60, -0.98, -3.62], [0.15, -0.51, -4.71], [-0.49, -0.17, -5.90], [-1.88, -0.28, -6.02], [-2.64, -0.75, -4.94], [-2.00, -1.12, -3.77], [1.88, -1.02, -2.14], [2.86, -2.02, -2.22], [4.21, -1.68, -2.37], [4.59, -0.35, -2.46], [3.62, 0.66, -2.40], [2.28, 0.33, -2.21], [-3.24, -1.69, 3.04], [-6.12, -3.52, 2.65], [-2.37, -3.82, 0.51], [-0.41, -2.45, 1.35], [-1.40, 0.20, 2.66], [0.57, 1.24, 1.55], [2.87, 1.24, 1.00], [5.26, -2.34, 1.22], [1.13, -2.45, 2.47], [-1.75, 3.20, 1.00], [-2.40, 3.95, 3.28], [-4.33, 2.87, 4.44], [-5.61, 1.08, 3.30], [-4.99, 0.35, 1.01], [-4.05, 3.59, -1.13], [-3.41, 5.61, -2.43], [-1.25, 5.67, -3.67], [0.23, 3.67, -3.69], [-0.48, 1.59, -2.52], [-4.86, 1.87, -2.57], [-6.79, 0.61, -3.51], [-7.11, -1.80, -2.97], [-5.50, -2.95, -1.46], [-3.60, -1.71, -0.50], [-1.24, -3.52, -3.63], [-1.41, -5.97, -3.29], [-0.29, -7.05, -1.34], [1.00, -5.65, 0.28], [1.18, -3.21, -0.06], [1.24, -0.44, -4.63], [0.10, 0.20, -6.74], [-2.37, -0.01, -6.95], [-3.72, -0.82, -5.01], [-2.58, -1.53, -2.94], [2.58, -3.08, -2.20], [4.96, -2.47, -2.42], [5.64, -0.08, -2.57], [3.92, 1.71, -2.50], [1.54, 1.12, -2.11], [-2.84, -0.90, 3.67]]}



{"formula": "C57H50LuN5O3PS8", "method": "ωB97M-V/def2-TZVPD", "mol_weight_g_mol": 1315.536, "largest_force_ha_per_bohr": 0.1336, "total_energy_ha": -7463.19057, "charge": -1, "elements": ["Lu", "N", "C", "C", "C", "C", "C", "C", "P", "C", "C", "C", "C", "C", "C", "C", "C", "C", "C", "C", "C", "H", "H", "H", "H", "H", "H", "H", "H", "H", "H", "H", "H", "H", "H", "H", "H", "S", "C", "S", "C", "C", "S", "S", "S", "N", "S", "N", "S", "N", "S", "N", "C", "C", "C", "C", "C", "C", "C", "C", "C", "C", "C", "C", "C", "C", "C", "C", "C", "C", "C", "C", "C", "C", "C", "C", "C", "C", "C", "C", "C", "C", "C", "C", "C", "C", "C", "C", "H", "H", "H", "H", "H", "H", "H", "H", "H", "H", "H", "H", "H", "H", "H", "H", "H", "H", "H", "H", "H", "H", "H", "H", "H", "H", "H", "H", "H", "H", "O", "H", "H", "O", "H", "H", "O"], "coordinates": [[0.00, 0.00, 0.00], [1.89, -0.02, -1.33], [2.32, 0.95, -2.25], [3.51, 0.79, -2.97], [3.88, 1.75, -3.92], [3.06, 2.86, -4.15], [1.87, 3.01, -3.43], [1.49, 2.05, -2.48], [-0.02, 2.10, -1.48], [-1.28, 2.27, -2.79], [-1.85, 1.08, -3.29], [-2.81, 1.11, -4.30], [-3.22, 2.33, -4.84], [-2.66, 3.51, -4.36], [-1.69, 3.48, -3.35], [0.05, 3.71, -0.63], [-1.13, 4.33, -0.18], [-1.10, 5.54, 0.52], [0.12, 6.15, 0.81], [1.30, 5.54, 0.40], [1.27, 4.33, -0.30], [2.69, -0.36, -0.73], [1.84, -0.97, -1.78], [4.15, -0.07, -2.81], [4.80, 1.63, -4.48], [3.34, 3.60, -4.88], [1.24, 3.87, -3.62], [-1.54, 0.12, -2.89], [-3.23, 0.18, -4.67], [-3.96, 2.35, -5.63], [-2.97, 4.46, -4.78], [-1.27, 4.42, -3.02], [-2.10, 3.86, -0.36], [-2.03, 6.00, 0.86], [0.15, 7.08, 1.36], [2.26, 5.99, 0.64], [2.21, 3.87, -0.57], [0.00, 5.57, 5.50], [0.00, 4.37, 4.33], [1.48, 3.68, 3.65], [0.67, 2.60, 2.58], [-0.67, 2.60, 2.58], [-1.49, 1.53, 1.53], [-1.48, 3.68, 3.65], [1.49, 1.53, 1.53], [-1.28, -1.27, 1.28], [-1.95, -2.40, 1.65], [-2.54, -3.00, 0.32], [-2.02, -4.38, -0.28], [-0.53, -4.10, -0.77], [-0.19, -3.03, -1.88], [0.01, -1.80, -1.29], [-1.35, -2.80, -3.21], [-1.36, -3.70, -4.27], [-2.24, -3.49, -5.34], [-3.09, -2.38, -5.34], [-3.07, -1.49, -4.27], [-2.20, -1.69, -3.20], [1.41, -3.36, -2.62], [2.27, -4.28, -2.00], [3.52, -4.53, -2.56], [3.91, -3.87, -3.73], [3.05, -2.95, -4.34], [1.80, -2.68, -3.77], [-3.06, -5.00, -1.58], [-4.24, -4.36, -1.90], [-5.07, -4.90, -2.88], [-4.71, -6.09, -3.53], [-3.52, -6.73, -3.19], [-2.69, -6.19, -2.21], [-2.11, -5.70, 0.91], [-0.99, -6.48, 1.18], [-1.10, -7.54, 2.09], [-2.32, -7.81, 2.71], [-3.44, -7.02, 2.42], [-3.34, -5.96, 1.52], [-0.84, -3.33, 2.67], [0.53, -3.29, 2.40], [1.42, -3.96, 3.23], [0.95, -4.66, 4.35], [-0.42, -4.69, 4.62], [-1.31, -4.02, 3.79], [-3.25, -1.78, 2.71], [-2.94, -0.85, 3.71], [-3.95, -0.35, 4.53], [-5.27, -0.77, 4.35], [-5.58, -1.69, 3.34], [-4.57, -2.20, 2.52], [-0.72, -4.58, -4.24], [-2.27, -4.21, -6.15], [-3.78, -2.23, -6.16], [-3.74, -0.63, -4.25], [-2.19, -1.03, -2.34], [1.97, -4.77, -1.08], [4.19, -5.23, -2.08], [4.88, -4.07, -4.17], [3.35, -2.43, -5.24], [1.14, -1.95, -4.21], [-4.50, -3.43, -1.40], [-5.98, -4.38, -3.15], [-5.35, -6.50, -4.29], [-3.22, -7.65, -3.68], [-1.76, -6.67, -1.92], [-0.05, -6.25, 0.70], [-0.22, -8.13, 2.31], [-2.40, -8.62, 3.42], [-4.39, -7.22, 2.90], [-4.19, -5.34, 1.27], [0.87, -2.76, 1.51], [2.48, -3.94, 2.99], [1.65, -5.18, 4.99], [-0.79, -5.24, 5.47], [-2.38, -4.07, 3.98], [-1.90, -0.53, 3.83], [-3.70, 0.37, 5.30], [-6.05, -0.37, 4.98], [-6.60, -2.01, 3.18], [-4.80, -2.91, 1.73], [1.25, -1.25, 1.25], [2.15, -1.61, 1.05], [1.06, -1.59, 2.16], [-1.77, 0.00, -1.26], [-2.04, 0.68, -1.92], [-2.49, -0.68, -1.29], [0.00, 0.00, 1.96]]}



- Which formula does entry 3 have?
  C57H48F4O5P2Pd